[1]
67
Properties=species:S:1:pos:R:3:forces:R:3:mulliken_charge:R:1 method="wB97M-V/def2-TZVPD" smiles="O=C(NC1CC1)N1CCN(C(=O)c2ccco2)CC1.CC[C@H](C)[C@H](NC(C)=O)C(=O)NC" mol_weight_g_mol=449.55 charge=0 orbital_gap_ev=9.3161
H -2.349743 -2.024862 3.217493 0.856 0.388 -0.082 0.47
C -2.340345 -3.307083 1.458001 0.714 0.213 -0.155 -0.58
H 4.274709 -2.093807 0.039914 -0.107 0.026 0.144 0.38
H -7.030338 1.597848 -2.822890 0.129 -0.066 0.160 0.33
H -1.216844 2.546416 2.252179 0.087 -0.061 0.044 0.45
N 4.850010 2.126400 0.785321 -0.509 -0.416 -0.991 -0.13
C -2.165034 0.482565 -0.431107 0.364 0.579 -0.044 1.11
N -3.804382 -1.750231 -2.068049 -0.367 -0.598 0.725 0.06
H -1.833874 2.614792 -0.186857 -0.094 0.052 -0.138 0.31
C -1.306597 -3.540755 0.483427 0.202 0.317 0.208 -0.19
C -3.337028 0.591610 -1.442541 -0.306 -0.261 0.621 -0.03
H -5.707595 0.511113 -3.289558 0.164 0.046 -0.189 0.26
H 3.455395 -2.303210 2.331465 0.010 0.011 -0.181 0.32
C 3.343096 -0.144467 -0.122933 -0.195 -0.119 0.484 -0.41
C -3.797764 -2.950166 -2.901390 0.241 0.438 -0.108 -1.03
H 6.325283 5.146680 0.038032 -0.075 -0.496 -0.037 0.24
C -1.081290 1.682593 1.600524 -0.243 0.050 -0.477 -1.03
H -5.362191 2.206235 -2.862303 0.128 -0.017 -0.215 0.30
H 7.540020 2.397284 0.963394 -0.331 0.387 0.099 0.24
C -1.823959 -2.409320 2.348533 -0.326 -0.754 -0.988 -0.67
H 4.543744 2.014795 -0.173567 0.171 0.388 0.275 0.22
H 2.440218 0.284078 -0.569803 -0.087 -0.092 -0.135 0.20
H -4.177262 -1.819282 -1.134990 0.001 0.023 -0.044 0.28
C -5.821060 0.945683 -1.192389 -1.796 0.371 -0.428 0.66
H -4.249607 -2.729813 -3.871084 0.065 -0.045 0.087 0.30
H -3.061714 1.951770 0.888123 -0.138 0.124 -0.136 0.44
O 1.025990 -3.010978 -1.097016 -0.415 -0.203 0.694 -0.70
C 2.480681 -1.904292 2.030502 0.047 0.520 -0.282 -0.97
H -0.010553 0.168372 -0.405584 0.008 0.061 0.085 -0.27
H 7.528002 3.963469 1.943456 -0.184 -0.256 -0.339 0.23
H -2.768128 -3.276010 -3.065159 -0.082 -0.060 -0.077 0.32
O 4.359679 1.568709 2.900270 -0.110 -0.134 0.139 -0.71
N 2.254732 -2.200533 0.612927 -1.311 -0.766 0.450 0.11
H -3.326349 -3.761421 1.492152 0.297 0.161 0.038 0.49
H 1.475858 0.008279 2.054658 -0.096 -0.065 -0.061 -0.29
O -0.546288 -2.059916 1.990397 -0.173 -0.196 0.223 -0.26
H 5.000639 3.999556 1.873834 0.199 -0.454 -0.372 0.39
H 1.744571 -2.377863 2.683830 -0.080 0.105 -0.341 0.49
H 3.162337 -1.938997 -1.312484 -0.339 -0.101 0.375 0.38
H -1.246895 0.774148 2.180435 0.128 -0.030 0.078 0.15
N -4.616235 0.647177 -0.708318 2.156 -0.374 -0.027 -0.05
N 3.423251 0.259158 1.293122 0.785 0.078 -0.627 0.15
C 4.226014 1.317187 1.711966 -0.148 0.445 1.152 0.51
C 2.481536 -0.385200 2.229111 0.301 -0.069 0.063 -0.08
O -6.794166 0.902579 -0.457859 -0.232 -0.014 0.254 -0.68
C 5.519235 3.364633 1.142738 0.479 -0.263 -0.114 -0.09
H -0.607084 1.030999 -1.841764 0.070 -0.036 -0.033 0.49
H -0.059195 1.698254 1.223220 0.072 -0.074 0.153 0.22
C 7.038471 3.344870 1.184868 -0.271 0.272 0.031 -0.55
C 1.056401 -2.710447 0.093871 1.715 1.328 -1.148 0.46
C 3.309068 -1.673689 -0.260597 -0.250 0.147 0.021 -1.20
H -1.351704 -4.196005 -0.383601 0.114 0.263 0.305 0.58
H 2.734787 -0.180399 3.274225 0.275 0.320 -0.403 0.42
C -3.310641 -0.566917 -2.455133 0.200 0.701 -1.126 -0.22
C 6.315476 4.052270 0.044321 -0.033 -0.288 0.429 -0.65
H 4.201149 0.216776 -0.697606 -0.042 -0.023 0.293 0.56
H -0.833081 -0.722606 -1.669511 0.073 0.070 -0.089 0.45
O -2.877182 -0.374668 -3.586397 0.021 -0.133 0.431 -0.67
H -2.363511 -0.368420 0.222470 -0.106 -0.198 0.156 -0.23
C -0.226734 -2.769276 0.846539 -1.156 -0.766 0.378 0.39
H -3.206910 1.514103 -2.010442 0.017 -0.114 -0.192 0.39
C -5.986617 1.342048 -2.645447 0.210 -0.095 0.287 -1.00
H 6.348726 3.580845 -0.942958 -0.044 0.178 0.394 0.25
H -4.357943 -3.750311 -2.416238 0.035 0.202 0.053 0.36
C -2.085828 1.759696 0.442038 -0.032 -0.440 0.211 -0.76
C -0.817582 0.227609 -1.133470 -0.596 -0.148 -0.016 -1.19
H -4.599826 0.460347 0.281688 -0.059 -0.036 0.058 0.27

[2]
65
Properties=species:S:1:pos:R:3:forces:R:3:mulliken_charge:R:1 method="wB97M-V/def2-TZVPD" relative_energy_kj_mol=0.0 mol_weight_g_mol=519.48 charge=+2 orbital_gap_ev=4.4340
H 2.860907 0.178788 0.305348 -0.145 0.234 -0.025 0.51
C 0.647992 0.525776 7.338971 0.223 0.207 -0.419 -0.65
H -0.216488 1.517221 -5.853895 0.382 -0.183 0.097 0.57
C -0.352290 0.172962 8.258823 -0.327 0.021 -0.455 -0.51
H 1.484453 -2.549249 -4.909186 0.146 0.095 0.349 0.51
C -1.515172 2.371749 -3.641605 0.106 0.046 0.257 -1.43
H -0.659627 2.153538 1.582962 0.153 -0.530 0.095 0.64
H -0.131322 0.150600 9.328580 -0.040 0.030 -0.400 0.43
H 2.397095 1.417435 -0.849799 -0.290 -0.100 0.472 0.48
H 0.744862 -2.526021 3.527472 -0.051 0.200 -0.328 0.42
C -0.239305 1.502047 0.807054 1.848 0.712 -0.253 -0.29
P -0.188988 -1.466059 -3.515385 -0.241 -0.214 -2.202 1.09
H 2.170678 2.893813 -4.204670 -0.161 0.172 0.060 0.42
C 1.144453 3.192188 -3.963290 -0.111 -0.006 0.274 -1.38
C 1.502356 -2.109003 -3.901725 -0.028 -0.025 0.350 -1.65
H 1.360786 0.789846 -5.407684 -0.442 -0.001 0.070 0.43
H 2.095153 -0.876150 -1.670054 -0.329 -0.076 0.391 0.64
S 1.483296 0.721196 4.650635 0.856 0.736 0.415 1.02
H -2.263278 1.569433 -3.599646 0.109 0.198 -0.042 0.30
H 2.252196 -1.307778 -3.862053 -0.115 -0.224 -0.049 0.34
C -0.938409 0.189763 5.519199 -0.196 -0.194 1.135 0.42
C 1.293727 -0.404772 -1.078791 0.461 1.158 -0.368 0.52
C 0.290644 0.849090 -5.138339 0.076 0.174 0.353 -1.13
H 1.153142 3.890438 -3.121129 0.125 0.098 -0.241 0.42
H -2.919320 -0.433897 6.049203 0.259 0.053 0.397 0.44
H -1.545724 -2.224746 -0.140653 0.364 0.123 0.191 0.41
S -2.055563 -0.679320 2.990797 -0.884 0.046 0.064 -0.32
H -1.085895 -3.701123 -3.325230 -0.151 -0.112 -0.243 0.39
C -1.936096 -0.160031 6.444358 -0.133 0.122 -0.531 -0.70
H 0.686700 0.165292 -1.818883 0.426 -0.445 0.586 -1.61
H 1.684202 1.725408 1.701819 -0.438 -0.345 0.018 0.87
H 1.655004 0.789333 7.668501 -0.312 -0.152 -0.025 0.47
C 0.695719 -2.444500 2.431754 0.329 -0.361 -0.175 -1.05
H 0.672119 3.656898 -4.837013 0.220 0.015 0.172 0.42
C -1.133353 -2.930308 -4.100165 0.060 0.006 0.258 -1.35
H -1.694453 3.074360 -2.817236 -0.157 -0.062 -0.262 0.41
C -1.112800 1.295391 -0.393071 -0.842 0.281 -0.691 0.49
C 0.343330 0.526287 5.980706 -0.180 -0.170 1.170 0.42
H 1.758618 -2.882195 -3.166280 0.175 0.075 -0.218 0.39
Ti -0.106189 -0.701834 1.768568 -0.248 -0.315 2.571 -0.32
H -0.693686 -3.301573 -5.034503 -0.241 -0.048 0.218 0.42
O 2.533677 -0.259506 4.706108 -0.953 0.620 -0.281 -0.57
C -1.639264 -0.164674 7.805140 0.091 0.084 0.113 -0.64
H 0.096541 -1.163079 -5.916378 -0.395 0.193 0.123 0.64
H -1.450336 -0.453135 -5.350279 0.414 0.010 0.009 0.43
C -1.764879 -0.098301 -0.624065 -0.452 0.585 0.680 -0.56
H 1.712221 -2.557260 2.020129 -0.143 0.109 0.089 0.45
H 0.857772 -2.457519 -0.383122 -0.213 0.241 0.359 0.56
C -0.949573 -1.321781 -0.330587 1.695 -0.521 -0.891 -0.18
H -2.176178 -2.636847 -4.266939 0.161 -0.197 0.042 0.38
C 0.434717 -1.449946 -0.462217 -2.049 -0.455 -1.122 -0.35
H -0.599800 1.615299 -1.319209 0.113 -0.337 0.670 -1.42
C -0.936340 0.018785 4.097496 2.726 -0.328 -0.763 0.73
C -0.367669 -0.526818 -5.145303 -0.146 -0.224 0.384 -1.25
P 0.194423 1.701289 -3.471648 0.096 0.412 -1.819 1.21
C 1.983316 0.641740 -0.172956 0.359 -0.963 -0.107 -1.32
H -1.959903 1.997786 -0.306296 0.311 -0.272 0.123 0.75
N 0.295869 0.192284 3.548108 -1.396 0.149 -0.288 0.41
H -1.586940 2.902362 -4.600908 -0.149 -0.126 0.295 0.51
H 0.067507 -3.261003 2.037214 0.094 0.224 0.000 0.39
H -2.410879 -0.436166 8.530471 0.288 0.075 -0.312 0.42
H -2.141850 -0.113209 -1.668242 0.402 -0.340 0.326 0.38
O 1.777372 2.110067 4.387084 -0.400 -1.441 -0.012 -0.59
H -2.680042 -0.147224 -0.006121 0.262 -0.051 -0.207 0.51
C 1.120754 1.246593 0.888037 -0.973 1.317 -0.450 -0.80